Computed, not measured: 2 unconnected molecules or ions with the total composition C5H11NO, with ωB97M-V with the def2-TZVPD basis set.

Element x y z (Å)
O -0.949 -2.035 -1.016
C -0.090 -1.323 -1.411
N 1.035 -0.222 -0.881
C -0.177 0.276 -1.031
C -1.093 0.562 0.187
C -0.821 -0.277 1.432
C -2.567 0.528 -0.212
H 0.446 -1.651 -2.301
H 8.057 1.053 1.211
H -0.394 0.991 -1.851
H 8.438 0.406 1.139
H -0.820 1.588 0.421
H -1.360 0.149 2.280
H -1.135 -1.304 1.291
H 0.230 -0.311 1.655
H -2.772 1.223 -1.031
H -3.198 0.819 0.631
H -2.830 -0.472 -0.514

Cartesian forces (eV/Å) of the 2 atoms listed first:
O -1.554 -0.029 1.261
C 2.205 -2.410 -1.677

HOMO level: -8.76 eV
ΔE to the lowest compared entry with this formula, charge and spin: 598.12 kJ/mol
2S+1: 1
Gap between HOMO and LUMO: 7.46 eV

***

Computed, not measured: 3 unconnected molecules or ions with the total composition C31H63N4O11S2, with ωB97M-V with the def2-TZVPD basis set.

Element x y z (Å)
C 2.275 -3.893 1.053
O 3.626 -4.023 0.659
C 4.020 -3.125 -0.351
C 4.104 -1.687 0.122
C 4.706 -0.726 -0.908
C 3.893 -0.606 -2.196
C 4.518 0.330 -3.249
C 3.736 1.610 -3.545
C 4.016 2.792 -2.614
C 3.448 2.630 -1.187
C 2.634 3.846 -0.705
C 1.564 3.440 0.322
N 0.210 3.939 0.036
N -0.257 4.246 -1.175
N -1.482 4.678 -1.114
N -1.854 4.637 0.137
C -0.825 4.170 0.864
S -0.837 3.997 2.591
C -0.531 2.201 2.807
C -1.751 1.303 2.678
O -1.930 0.411 3.449
O -2.583 1.584 1.648
C -2.092 1.243 0.349
C -2.358 -0.192 -0.058
C -1.592 -1.230 0.756
O -1.918 -0.141 -1.433
C -2.699 -0.762 -2.368
O -3.161 -0.108 -3.259
C -2.895 -2.252 -2.288
S -1.341 -3.168 -2.524
H 2.182 -3.230 1.915
H 1.668 -3.468 0.246
H 1.884 -4.876 1.295
H 4.997 -3.452 -0.708
H 3.322 -3.199 -1.193
H 3.106 -1.315 0.380
H 4.693 -1.633 1.038
H 4.743 0.258 -0.438
H 5.727 -1.032 -1.142
H 2.886 -0.269 -1.935
H 3.773 -1.598 -2.626
H 4.592 -0.231 -4.180
H 5.544 0.572 -2.968
H 2.665 1.392 -3.503
H 3.954 1.940 -4.560
H 5.087 2.983 -2.575
H 3.558 3.675 -3.066
H 4.261 2.463 -0.486
H 2.783 1.767 -1.186
H 2.197 4.331 -1.576
H 3.284 4.573 -0.226
H 1.804 3.843 1.304
H 1.507 2.358 0.421
H 0.238 4.163 -2.056
H -0.120 2.097 3.806
H 0.233 1.878 2.103
H -2.609 1.889 -0.354
H -1.019 1.440 0.251
H -3.432 -0.372 -0.011
H -1.305 -2.060 0.122
H -0.665 -0.792 1.129
H -2.180 -1.574 1.601
H -3.542 -2.517 -3.118
H -3.388 -2.564 -1.371
H -1.258 -3.719 -1.312
C 0.581 -8.899 5.807
O 1.547 -7.872 5.771
C 1.919 -7.507 4.456
C 2.390 -6.072 4.397
O 1.347 -5.108 4.441
C 0.673 -4.913 5.675
C 1.475 -4.167 6.717
O 2.452 -5.000 7.309
C 3.587 -4.295 7.757
H 0.979 -9.839 5.409
H 0.303 -9.048 6.849
H -0.314 -8.621 5.238
H 1.075 -7.636 3.768
H 2.741 -8.157 4.124
H 2.862 -5.927 3.422
H 3.144 -5.876 5.161
H 0.296 -5.855 6.078
H -0.188 -4.289 5.424
H 0.787 -3.813 7.497
H 1.947 -3.294 6.249
H 4.047 -3.725 6.940
H 4.304 -5.028 8.119
H 3.338 -3.609 8.575
C -5.498 7.907 -3.898
O -5.673 6.590 -4.365
C -5.070 6.366 -5.628
C -4.692 4.914 -5.804
O -3.525 4.521 -5.097
C -3.629 4.339 -3.698
C -4.326 3.064 -3.280
O -5.729 3.177 -3.417
C -6.354 1.944 -3.692
H -6.016 8.633 -4.535
H -5.920 7.956 -2.896
H -4.435 8.173 -3.848
H -4.173 6.986 -5.739
H -5.781 6.639 -6.419
H -4.439 4.772 -6.856
H -5.537 4.263 -5.573
H -4.082 5.207 -3.211
H -2.593 4.264 -3.352
H -4.091 2.870 -2.221
H -3.944 2.229 -3.873
H -5.934 1.477 -4.590
H -7.410 2.144 -3.860
H -6.255 1.246 -2.851

Cartesian forces (eV/Å) of the 2 atoms listed first:
C 0.075 0.294 -0.123
O 0.017 -0.214 -0.020

HOMO level: -10.57 eV
2S+1: 1
Gap between HOMO and LUMO: 6.09 eV
Total charge: +1

***

Computed, not measured: 18 unconnected molecules or ions with the total composition H37O18, with ωB97M-V with the def2-TZVPD basis set.

Element x y z (Å)
O -2.532 1.886 -2.398
H 3.468 -1.626 -1.811
H 2.970 -4.727 1.650
O 2.452 -4.383 2.403
H -3.199 2.565 -2.441
O 0.108 -0.812 -2.089
H 0.877 -1.370 -1.650
H -0.632 -1.458 -2.203
O -3.925 -0.381 0.495
H -3.417 0.222 1.042
H -4.058 -1.236 0.914
O -0.668 3.866 -3.644
H -0.533 3.425 -4.482
H -0.211 3.346 -2.994
O -0.219 0.588 -0.122
H 0.742 0.741 0.043
H -0.732 0.298 0.646
O -0.153 1.299 -5.397
H 2.716 0.418 1.770
H 1.119 0.826 -2.667
O 3.208 1.344 3.851
H 3.477 0.456 4.053
H 3.170 2.160 4.330
O -1.976 1.785 1.871
H -1.782 2.732 1.991
H -2.443 1.382 -1.589
O 1.275 1.590 -2.114
H 0.733 1.043 -5.663
H 0.644 2.297 -2.321
O 0.162 0.295 3.767
H -0.064 0.998 4.388
H 1.045 0.600 3.547
O -1.966 -2.273 -1.597
H -2.494 -1.912 -2.400
H -2.647 -1.937 -0.951
O 2.629 -1.576 -1.328
H -1.744 1.365 2.710
H 2.702 -0.629 -1.067
O 0.112 4.452 3.123
H 0.259 4.023 3.959
H -0.651 4.325 2.574
O 3.138 -1.971 3.218
H 4.098 -2.091 3.123
H 2.869 -2.881 3.504
O -2.362 -1.086 -3.726
H -2.095 -1.107 -4.657
H -2.645 -0.155 -3.620
O 2.106 -0.186 1.331
H -0.399 -0.156 -1.277
H 2.231 -1.074 1.629
O -1.618 -4.282 1.663
H -2.018 -4.626 2.494
H -2.304 -3.559 1.672
H -0.478 2.082 -5.844
H 1.661 -4.915 2.289

Cartesian forces (eV/Å) of the 2 atoms listed first:
O 1.094 -0.813 -1.407
H -0.269 -0.654 -0.229

HOMO level (spin up / spin down): -2.26 / -11.04 eV
ΔE to the lowest compared entry with this formula, charge and spin: 192.22 kJ/mol
2S+1: 2
Gap between HOMO and LUMO (spin up / spin down): 2.34 / 10.99 eV

***

Computed, not measured: a molecular structure, C8H5BBr2Cl5NRh, with ωB97M-V with the def2-TZVPD basis set.

Element x y z (Å)
Rh 0.080 0.044 0.201
Br -0.233 -0.494 2.960
C -1.237 -2.042 2.421
Br -1.383 -2.110 0.481
H -2.241 -1.975 2.817
H -0.711 -2.933 2.738
Cl -0.242 0.366 -2.553
C -1.133 1.648 -1.821
C -1.144 1.671 -0.462
C -1.870 2.742 0.119
Cl -1.906 2.852 1.786
C -2.565 3.749 -0.653
Cl -3.403 4.987 0.134
C -2.523 3.685 -2.022
Cl -3.305 4.833 -2.993
C -1.795 2.619 -2.642
Cl -1.717 2.511 -4.294
B 4.785 0.062 -0.041
C 3.240 0.016 0.039
N 2.077 -0.024 0.092
H 5.107 -0.981 -0.570
H 5.055 1.037 -0.710
H 5.179 0.144 1.101

Cartesian forces (eV/Å) of the 2 atoms listed first:
Rh -0.027 0.377 0.515
Br 0.019 0.003 0.012

HOMO level (spin up / spin down): -11.86 / -11.80 eV
ΔE to the lowest compared entry with this formula, charge and spin: 86.10 kJ/mol
2S+1: 5
Gap between HOMO and LUMO (spin up / spin down): 7.33 / 3.80 eV
Total charge: +1

***

Computed, not measured: 2 unconnected molecules or ions with the total composition C4H8N2O, with ωB97M-V with the def2-TZVPD basis set.

Element x y z (Å)
C -1.279 -0.858 1.723
C -0.185 -0.079 1.175
C 0.820 0.470 0.753
N 1.916 1.243 0.672
H -1.330 -1.855 1.281
H -1.132 -0.979 2.799
H -2.229 -0.344 1.562
H 2.734 0.903 1.160
H 2.056 1.613 -0.263
N -0.262 -0.695 -1.975
C -0.122 0.598 -1.548
O 0.728 1.354 -1.982
H 0.387 -1.084 -2.642
H -1.037 -1.253 -1.659
H -1.066 0.967 -1.054

Cartesian forces (eV/Å) of the 2 atoms listed first:
C -0.240 -0.073 -0.244
C 1.922 0.520 -0.365

HOMO level: -8.17 eV
ΔE to the lowest compared entry with this formula, charge and spin: 290.46 kJ/mol
2S+1: 1
Gap between HOMO and LUMO: 9.03 eV